# 1
C8H12O | ωB97M-V with the def2-TZVPD basis set

The geometry in XYZ format:
```
21
C8H12O ωB97M-V with the def2-TZVPD basis set
C 1.932 0.037 -1.236
C 0.430 -0.209 -1.140
C -0.176 -1.330 -0.376
C 0.231 -1.058 1.160
C -0.198 0.968 -0.537
C -1.684 0.446 -0.115
C -1.365 0.988 1.389
C -0.013 0.541 1.060
H 2.044 0.678 -2.278
H 2.536 -0.812 -1.519
H 2.585 0.683 -0.431
H 0.100 -0.588 -2.165
H 0.038 -2.311 -0.660
H 1.198 -1.208 1.248
H -0.541 -1.736 1.630
H 0.134 1.944 -0.630
H -2.783 0.592 -0.709
H -2.105 0.344 2.078
H -1.418 1.925 1.731
H 0.588 1.077 1.834
O -1.533 -0.972 -0.335
```

## Properties
Multiplicity   1
HOMO-LUMO gap   9.9236 eV
LUMO level   1.018 eV

# 2
C4H14NO | ωB97M-V with the def2-TZVPD basis set

The geometry in XYZ format:
```
20
C4H14NO ωB97M-V with the def2-TZVPD basis set
C 0.394 -1.147 -0.428
C 0.791 0.004 0.557
C 1.915 -0.493 1.456
C -0.411 0.540 1.352
N -0.968 -0.973 -1.037
H 0.300 -2.054 0.184
H 1.054 -1.284 -1.288
H 1.052 0.823 -0.156
H 1.573 -1.346 2.049
H 2.245 0.247 2.180
H 2.775 -0.774 0.832
H -1.317 0.824 0.837
H -0.638 -0.187 2.163
H -0.156 1.427 1.957
H -0.906 -0.133 -1.653
H -1.759 -0.846 -0.391
H -1.087 -1.802 -1.684
H -1.242 2.470 -2.253
H -1.747 2.101 -0.843
O -1.235 1.760 -1.596
```

## Properties
Multiplicity   2
HOMO-LUMO gap (spin up / spin down)   3.8437 / 12.0181 eV
⟨S²⟩   0.750
LUMO level (spin up / spin down)   0.738 / 0.500 eV

# 3
CH6NOS | ωB97M-V with the def2-TZVPD basis set

The geometry in XYZ format:
```
10
CH6NOS ωB97M-V with the def2-TZVPD basis set
N 0.503 -0.213 -1.020
C -0.633 -0.571 -0.144
S -0.928 1.092 0.532
O 0.354 1.144 1.589
H 0.411 0.854 -1.151
H 0.618 -0.717 -1.862
H 1.296 -0.306 -0.423
H -0.355 -1.156 0.766
H -1.504 -0.947 -0.812
H 0.238 0.820 2.527
```

## Properties
Multiplicity   1
HOMO-LUMO gap   10.5299 eV
Net charge   +1
LUMO level   -3.733 eV

Ordered ΔE to the lowest compared entry with this formula, charge and spin results: 113.9, 35.2, 26.4; unit kcal/mol.